{
  "formula": "C52H120N8O8",
  "method": "the ωB97M-V functional and the def2-TZVPD basis",
  "elements": ["O", "O", "O", "O", "O", "O", "O", "O", "N", "N", "N", "N", "N", "N", "N", "N", "C", "C", "C", "C", "C", "C", "C", "C", "C", "C", "C", "C", "C", "C", "C", "C", "C", "C", "C", "C", "C", "C", "C", "C", "C", "C", "C", "C", "C", "C", "C", "C", "C", "C", "C", "C", "C", "C", "C", "C", "C", "C", "C", "C", "C", "C", "C", "C", "C", "C", "C", "C", "H", "H", "H", "H", "H", "H", "H", "H", "H", "H", "H", "H", "H", "H", "H", "H", "H", "H", "H", "H", "H", "H", "H", "H", "H", "H", "H", "H", "H", "H", "H", "H", "H", "H", "H", "H", "H", "H", "H", "H", "H", "H", "H", "H", "H", "H", "H", "H", "H", "H", "H", "H", "H", "H", "H", "H", "H", "H", "H", "H", "H", "H", "H", "H", "H", "H", "H", "H", "H", "H", "H", "H", "H", "H", "H", "H", "H", "H", "H", "H", "H", "H", "H", "H", "H", "H", "H", "H", "H", "H", "H", "H", "H", "H", "H", "H", "H", "H", "H", "H", "H", "H", "H", "H", "H", "H", "H", "H", "H", "H", "H", "H", "H", "H", "H", "H", "H", "H", "H", "H"],
  "positions_angstrom": [[-1.606, -4.566, 1.772], [-5.209, 0.030, -1.231], [-1.243, 5.953, 1.936], [3.251, 1.795, -2.136], [-0.712, -0.474, -1.586], [-5.175, 1.750, -4.825], [5.282, 1.524, 3.698], [2.120, -2.245, -1.539], [5.012, 2.700, 2.900], [-7.972, -0.201, -0.254], [0.005, -2.650, 0.033], [2.397, 5.387, -2.199], [-2.476, 5.232, 2.083], [3.259, -3.190, -1.663], [-3.486, 1.060, -6.858], [-0.645, -5.609, 1.595], [-7.746, 2.114, 0.536], [-2.439, -7.289, 1.135], [4.012, 3.513, 3.552], [-6.213, 2.120, -3.880], [3.438, -2.799, -4.016], [-0.080, -1.256, 0.567], [-4.249, 4.532, 3.468], [2.914, 2.983, -2.741], [3.351, 0.719, -3.015], [-4.563, 2.816, -5.455], [-0.038, -7.631, 0.477], [-3.876, 3.481, 1.254], [2.282, -4.770, 0.038], [-5.721, 0.869, -0.241], [-0.900, -6.520, 3.961], [4.581, 4.067, 4.816], [-2.367, 4.698, -0.226], [-1.481, 3.021, 1.406], [-7.206, 1.071, -0.456], [-1.863, 4.269, 4.280], [0.733, -4.769, 3.427], [-2.876, 5.127, 3.493], [2.719, 2.728, 3.867], [-3.280, 2.311, -6.047], [3.211, -3.860, -2.958], [4.844, 2.287, 1.555], [3.402, 4.331, 1.210], [1.847, -4.525, -3.253], [-4.281, 3.203, 2.694], [-1.142, -6.612, 0.713], [4.590, -5.695, -1.886], [-0.052, -0.051, -2.730], [3.874, -2.941, 0.650], [3.736, 1.275, 1.338], [-2.653, 3.381, -6.952], [4.667, -4.846, -0.625], [4.558, 3.495, 0.709], [2.382, 3.978, -1.718], [-2.503, 4.117, 1.171], [-3.805, 0.165, -1.288], [-2.957, 6.563, 4.118], [6.131, 1.693, 1.084], [3.652, 4.697, 2.643], [4.321, -4.831, -3.136], [-1.378, -5.969, -0.610], [3.467, -3.942, -0.421], [1.108, -7.001, 2.575], [1.011, 3.612, -1.172], [0.009, -5.951, 2.835], [0.605, -8.148, 1.740], [0.162, -0.255, -0.541], [0.973, -1.026, 1.663], [-8.061, 1.701, 1.494], [-1.340, -7.496, 3.788], [-4.276, 1.187, -7.522], [-1.343, 2.348, 0.562], [-1.500, 6.801, 1.551], [2.221, 3.219, 4.716], [2.034, 2.556, 3.048], [0.259, 3.531, -1.970], [0.720, -7.113, -0.120], [-7.385, 1.446, -1.460], [1.051, 2.639, -0.672], [1.363, -7.377, 3.573], [1.196, -0.444, -0.910], [1.987, -1.260, 1.321], [-5.571, 0.393, 0.747], [0.926, -2.789, -0.399], [2.147, -5.677, -0.554], [-3.311, 6.531, 5.142], [3.789, 3.436, -3.256], [6.206, 1.711, -0.009], [6.991, 2.281, 1.431], [-3.921, 0.344, -6.243], [2.479, -1.477, -1.062], [-3.449, -0.483, -2.078], [-2.746, 3.991, -0.973], [-1.982, 7.058, 4.072], [4.691, 3.282, 5.578], [-1.797, -5.864, 3.958], [1.324, -4.244, 0.106], [3.064, 3.936, -0.853], [-3.208, -6.504, 1.207], [2.767, -1.944, -3.980], [4.455, -2.411, -3.878], [-1.077, -1.042, 0.978], [2.097, 5.411, -3.186], [-1.241, -3.787, 1.263], [2.498, 0.636, -3.693], [-7.743, -0.526, 0.694], [3.415, -3.243, -5.013], [-3.654, 7.185, 3.533], [-4.640, 4.353, 4.482], [0.712, 4.351, -0.436], [4.184, 1.027, -3.672], [-6.560, 1.204, -3.402], [1.212, -5.008, 4.373], [2.794, 5.211, 3.082], [2.463, 3.780, 1.138], [1.708, -4.573, -4.330], [-2.620, 1.957, -5.247], [0.098, -3.884, 3.600], [4.364, -3.420, 1.495], [0.666, -1.549, 2.561], [-4.371, 3.624, -4.731], [1.736, -5.488, -2.759], [1.046, -3.871, -2.891], [-1.754, 2.404, 2.274], [3.911, 0.833, 0.343], [-2.095, 3.197, 4.268], [0.441, 0.927, -2.658], [-3.365, -0.138, -0.336], [-0.848, 4.365, 3.886], [-2.426, -7.717, 2.132], [-6.996, 2.898, 0.761], [2.694, 1.618, 1.258], [-5.241, 3.193, -6.239], [-2.976, 5.606, -0.296], [-3.867, 2.519, 0.728], [4.014, 4.888, 5.248], [-0.461, -6.446, 4.950], [-7.070, 2.593, -4.417], [3.579, -0.170, -2.459], [-3.562, 1.207, -1.534], [5.413, 4.163, 0.562], [3.701, 0.484, 2.090], [3.333, 5.261, 0.645], [0.166, 0.793, -0.204], [-1.859, 2.907, -7.526], [-8.566, 2.708, 0.122], [-2.760, -8.050, 0.428], [1.039, 0.053, 1.881], [2.980, 1.751, 4.302], [4.484, 5.417, 2.714], [0.687, -0.830, -2.978], [1.410, -8.842, 1.484], [-0.489, 3.406, 1.672], [6.061, 1.751, 4.222], [-5.194, 1.831, -0.232], [1.476, -4.371, 2.719], [-3.392, 3.829, -7.605], [2.168, 2.858, -3.562], [3.834, -6.477, -1.734], [5.260, -4.332, -3.387], [4.048, -5.501, -3.960], [5.542, -4.196, -0.653], [5.538, -6.227, -2.000], [-2.054, -5.100, -0.548], [-7.524, -0.919, -0.849], [-0.466, -5.583, -1.072], [-4.969, 5.225, 3.019], [-0.763, 0.012, -3.561], [-1.350, 4.975, -0.485], [3.371, 5.704, -2.297], [2.044, -6.560, 2.212], [-5.932, 2.824, -3.068], [-0.420, -8.454, -0.129], [-4.668, 4.110, 0.840], [5.599, 4.439, 4.633], [4.314, 3.108, -0.292], [-5.341, 2.889, 2.732], [-3.782, 2.407, 3.253], [-1.767, 4.559, 5.336], [-2.161, 4.121, -6.321], [4.685, -5.566, 0.198], [-1.891, -6.636, -1.314], [-0.628, -2.652, -0.789], [2.467, -5.122, 1.067], [-0.116, -8.698, 2.350], [3.001, -2.368, 0.988], [4.610, -2.244, 0.233], [6.301, 0.670, 1.427]],
  "forces_ev_per_angstrom": [[0.28, 0.38, -0.10], [0.11, -0.06, -0.35], [-0.06, -0.46, 0.29], [-0.89, -0.54, 1.48], [-0.66, 0.58, 0.04], [-1.36, -0.48, 2.18], [-0.21, 0.29, -0.04], [1.66, -1.28, -0.38], [1.43, 0.26, 1.53], [1.01, -0.07, -0.41], [-1.68, 0.98, 0.06], [0.51, -0.42, -0.94], [-0.23, 1.75, 0.07], [0.57, 1.09, 0.26], [-1.33, -0.17, 0.27], [0.62, 1.56, 0.22], [0.40, 1.06, -0.12], [-0.88, 0.68, 0.70], [-1.87, -0.15, -0.68], [-0.23, 0.04, -0.87], [0.79, 0.65, -0.40], [0.67, -0.09, 0.02], [-0.87, -1.06, 0.51], [-0.21, 1.42, -1.18], [1.17, 1.25, -1.33], [-0.23, 0.66, 0.09], [0.48, -0.06, -0.15], [-0.35, -1.07, 0.85], [-0.30, -0.49, 0.70], [-0.40, 0.05, 0.34], [-1.77, 1.29, -0.71], [1.24, -0.20, 1.13], [-0.12, 0.28, -0.59], [1.00, -0.44, 1.05], [-0.71, -0.36, 1.14], [0.34, -0.19, 0.70], [0.06, 1.89, -0.44], [1.12, 0.72, 0.42], [0.33, -0.44, 1.50], [-0.02, -1.01, -1.47], [-1.89, 0.95, -0.59], [-0.60, -0.13, -0.43], [0.05, 0.09, 0.48], [-0.17, 0.57, 0.46], [-1.61, 0.60, 0.66], [-0.20, -1.17, -0.36], [-0.03, 0.07, -0.18], [-0.13, -0.44, -2.04], [-0.16, 0.62, -0.06], [-1.00, -1.18, -0.90], [0.68, -0.76, 1.04], [-0.01, -0.47, -0.63], [-0.26, 0.62, -1.17], [0.35, 0.47, 0.51], [-0.20, -0.27, -0.72], [-0.34, -0.11, -0.25], [0.20, -0.31, -1.16], [1.65, -0.43, -0.48], [0.63, 0.55, 0.68], [0.97, -1.73, 0.90], [-1.04, 1.25, -1.59], [-0.37, -0.01, 0.06], [0.19, -0.15, 0.67], [0.10, -0.32, -0.33], [0.53, -1.10, 1.22], [0.01, -0.33, 0.04], [1.30, -0.27, 0.88], [-0.53, 0.88, -0.47], [-0.01, -0.21, -0.08], [0.50, -0.37, 0.00], [0.81, 0.33, 0.26], [-0.24, 0.08, -0.26], [-0.08, -0.22, 0.06], [-0.26, 0.16, -0.49], [-0.11, 0.25, -0.18], [0.04, 0.19, 0.14], [0.06, -0.23, 0.06], [0.01, -0.21, -0.12], [0.08, 0.09, -0.08], [0.09, -0.01, -0.07], [-0.55, 0.49, 0.30], [-0.61, -0.13, 0.30], [0.05, 0.24, 0.02], [-0.71, 0.51, 0.39], [0.01, 0.16, -0.12], [0.01, -0.17, 0.18], [-0.03, -0.18, 0.23], [-0.26, -0.18, 0.05], [-0.26, 0.03, 0.09], [0.66, 0.61, -0.21], [0.37, -0.48, -0.33], [0.17, -0.12, -0.09], [0.17, -0.02, 0.06], [-0.11, -0.17, 0.20], [-0.19, 0.19, -0.08], [0.42, -0.16, 0.27], [0.53, -0.51, -0.06], [-0.64, 0.22, -1.04], [0.06, -0.29, -0.24], [-0.31, -0.17, 0.05], [-0.18, 0.10, -0.03], [0.09, -0.42, -0.02], [-0.29, -0.04, 0.58], [0.15, -1.04, 0.40], [-0.31, -0.28, 0.35], [-0.26, 0.22, -0.30], [-0.15, 0.02, 0.01], [0.12, -0.26, 0.13], [0.38, 0.12, -0.06], [-0.14, 0.10, -0.03], [0.15, -0.91, -0.16], [0.15, 0.01, -0.22], [0.10, -0.18, -0.05], [-0.07, -0.08, 0.02], [-0.08, 0.12, -0.14], [0.02, -0.47, -0.05], [0.09, 0.51, -0.03], [-0.20, -0.54, 0.12], [-0.27, -0.16, 0.14], [0.42, -0.23, 0.19], [0.04, 0.06, -0.17], [-0.02, -0.15, -0.21], [0.05, -0.10, 0.04], [-0.08, 0.03, -0.30], [0.01, -0.19, 0.30], [-0.07, 0.26, -0.03], [-0.08, -0.05, 0.35], [0.25, 0.10, 0.05], [-0.16, 0.18, -0.19], [0.29, -0.28, 0.00], [-0.03, -0.49, -0.07], [0.40, 0.52, 0.18], [0.22, 0.20, -0.05], [-0.02, -0.14, 0.01], [0.25, 0.46, -0.14], [-0.29, -0.05, -0.11], [0.27, -0.17, 0.04], [0.48, -0.29, 0.21], [0.01, -0.43, 0.05], [0.28, -0.08, 0.12], [0.26, -0.27, 0.34], [0.38, 0.04, -0.06], [-0.27, -0.09, -0.19], [-0.28, -0.16, 0.07], [-0.10, 0.03, -0.24], [-0.19, -0.48, 0.01], [0.02, -0.01, -0.12], [-0.30, -0.27, 0.16], [0.04, 0.14, -0.37], [-0.09, -0.14, -0.21], [0.11, 0.42, -0.17], [-0.01, 0.00, 0.11], [-0.11, 0.22, -0.27], [-0.08, 0.09, -0.27], [-0.23, -0.14, -0.23], [0.01, -0.34, 0.23], [-0.06, 0.14, -0.13], [0.07, -0.21, 0.39], [-0.05, 0.19, -0.23], [-0.10, 0.11, -0.05], [0.18, 0.26, -0.06], [0.29, -0.26, 0.13], [-0.05, -0.01, -0.11], [0.16, -0.30, 0.25], [-0.42, 0.49, 0.23], [0.09, -0.21, 0.08], [0.23, 0.06, -0.17], [-0.01, -0.06, 0.15], [0.08, -0.08, 0.04], [-0.39, -0.22, 0.39], [-0.39, -0.04, -0.30], [0.51, -0.27, -0.55], [-0.11, 0.02, -0.06], [0.20, 0.14, -0.25], [-0.20, 0.04, -0.09], [0.46, -0.08, 0.39], [0.32, -0.05, -0.29], [0.47, 0.13, -0.43], [-0.34, 0.02, -0.19], [-0.22, 0.36, -0.14], [0.37, 0.46, 0.31], [0.34, -0.15, 0.10], [0.35, -0.17, 0.61], [0.10, 0.20, -0.47], [-0.05, -0.15, -0.18], [0.65, -0.49, 0.07], [-0.12, 0.00, -0.02], [-0.19, 0.04, -0.02]],
  "lowdin_charge": [-0.045, -0.182, -0.021, -0.194, -0.157, -0.199, -0.019, -0.085, -0.079, 0.035, 0.052, 0.045, -0.095, -0.014, 0.020, -0.076, -0.057, -0.018, -0.539, -0.079, -0.043, -0.357, -0.150, -0.242, -0.102, -0.269, -0.134, -0.153, -0.026, -0.253, -0.029, -0.051, -0.026, -0.020, -0.409, -0.021, -0.043, -0.505, -0.020, -0.425, -0.544, -0.565, -0.187, -0.007, -0.173, -0.566, -0.162, -0.106, -0.021, -0.026, -0.064, -0.140, -0.139, -0.430, -0.537, -0.095, -0.024, -0.035, -0.129, -0.138, -0.047, -0.520, -0.145, -0.060, -0.515, -0.171, -0.250, -0.030, 0.076, 0.057, 0.079, 0.073, 0.108, 0.087, 0.057, 0.090, 0.097, 0.109, 0.057, 0.122, 0.101, 0.037, 0.143, 0.021, 0.066, 0.078, 0.132, 0.091, 0.096, 0.070, 0.072, 0.087, 0.086, 0.076, 0.088, 0.094, 0.054, 0.066, 0.093, 0.064, 0.090, 0.140, 0.074, 0.078, 0.082, 0.070, 0.092, 0.085, 0.131, 0.062, 0.104, 0.070, 0.088, 0.128, 0.096, 0.084, 0.133, 0.084, 0.099, 0.078, 0.131, 0.074, 0.079, 0.076, 0.085, 0.068, 0.077, 0.087, 0.075, 0.060, 0.064, 0.065, 0.132, 0.094, 0.087, 0.090, 0.077, 0.097, 0.072, 0.089, 0.141, 0.089, 0.123, 0.109, 0.072, 0.075, 0.085, 0.073, 0.086, 0.128, 0.082, 0.115, 0.079, 0.107, 0.086, 0.069, 0.072, 0.134, 0.107, 0.121, 0.131, 0.125, 0.112, 0.089, 0.074, 0.070, 0.124, 0.097, 0.058, 0.074, 0.098, 0.091, 0.126, 0.127, 0.095, 0.098, 0.108, 0.105, 0.084, 0.073, 0.129, 0.095, 0.102, 0.066, 0.109, 0.042, 0.095, 0.086],
  "largest_force_ev_per_a": 2.6,
  "lumo_energy_ev": 0.459,
  "relative_energy_ev": 0.0000,
  "e_tot_ha": -3092.96026,
  "smiles": "CC1(C)CCCC(C)(C)N1O.CC1(C)CCCC(C)(C)N1O.CC1(C)CCCC(C)(C)N1O.CC1(C)CCCC(C)(C)N1O.COC[C@H](C)N.COC[C@H](C)N.COC[C@H](C)N.COC[C@H](C)N"
}